# 1
18
Properties=species:S:1:pos:R:3:forces:R:3:lowdin_charge:R:1 method="wB97M-V/def2-TZVPD" orbital_gap_ev=8.913 relative_energy_kj_mol=75.5 e_tot_ha=-385.07365 e_homo_ha=-0.32531 smiles="CC=C(C)C.O=C=O"
C -1.28992 -1.57741 0.11554 0.3 0.0 -0.5 -0.107
C -0.16314 -0.60628 0.35173 -1.3 1.9 0.1 -0.153
C -0.17572 0.65436 -0.16551 -0.7 -1.1 1.4 -0.351
C 0.56956 1.77420 0.48976 0.2 -0.1 -0.2 -0.074
C -1.24958 1.10399 -1.11021 -0.1 -0.2 -0.3 -0.069
H -1.07532 -2.53964 0.57313 -0.1 -0.2 -0.2 0.065
H -2.22898 -1.21278 0.53782 0.0 0.1 0.3 0.077
H -1.51021 -1.69043 -0.94652 0.1 -0.3 -0.1 0.070
H 0.32488 -0.74091 1.31027 0.7 -0.1 -0.2 0.095
H 1.06021 2.38340 -0.26909 0.4 0.0 0.1 0.079
H 1.25596 1.40105 1.24555 0.3 0.1 -0.1 0.072
H -0.12254 2.45379 0.99441 -0.2 -0.1 0.0 0.086
H -1.12442 2.13809 -1.42176 0.3 0.0 -0.2 0.073
H -1.33102 0.45313 -1.97887 0.0 0.1 -0.2 0.080
H -2.22763 1.09217 -0.62247 0.0 -0.2 0.2 0.087
O 2.92932 -1.20897 -0.71618 -2.1 0.3 1.4 0.175
C 2.91034 -1.64800 0.37906 4.0 -0.5 -3.1 -0.399
O 3.44821 -2.22976 1.23334 -1.9 0.2 1.6 0.191

# 2
18
Properties=species:S:1:pos:R:3:forces:R:3:lowdin_charge:R:1 method="wB97M-V/def2-TZVPD" orbital_gap_ev=8.621 relative_energy_kj_mol=412.5 e_tot_ha=-384.94528 e_homo_ha=-0.28547
C -1.42383 -0.45271 -0.05788 -1.5 0.9 1.2 -0.161
C -0.75347 0.81620 0.63564 0.7 -5.1 2.1 -0.083
C 1.09487 -0.07888 -0.81202 -6.5 2.1 -0.2 -0.054
C -0.91152 -0.40780 -1.42635 4.4 -0.9 -0.4 -0.236
C 0.75568 0.50399 0.49109 0.4 0.4 -1.1 -0.422
C 1.63598 0.27867 1.75408 -2.1 -0.7 0.0 -0.010
O 1.24083 1.31332 -0.67648 0.6 -0.4 1.2 -0.045
O -1.01040 -1.55067 -2.17932 -0.6 -1.4 0.5 -0.019
H -1.05172 -1.30236 0.49841 0.2 -0.5 -0.1 0.113
H -2.57369 -0.55306 0.01797 1.6 0.6 -0.2 0.144
H -1.10439 1.68906 0.22415 -0.3 2.2 -0.8 0.087
H -0.92372 0.69023 1.72434 -0.6 0.7 -0.6 0.107
H 1.89639 -0.56597 -1.20537 2.1 -1.8 -0.7 0.088
H -1.09796 0.46740 -1.97959 -0.3 1.3 -0.5 0.115
H 1.86500 -0.85847 1.94039 -0.2 2.3 -0.6 0.114
H 0.93255 0.59500 2.60085 1.6 -0.2 -0.7 0.083
H 2.50008 0.92479 1.58815 0.2 -0.4 0.7 0.077
H -1.07068 -1.50874 -3.13806 0.1 0.8 0.3 0.101

# 3
18
Properties=species:S:1:pos:R:3:forces:R:3:lowdin_charge:R:1 method="wB97M-V/def2-TZVPD" orbital_gap_ev=10.674 relative_energy_kj_mol=169.6 e_tot_ha=-385.03782 e_homo_ha=-0.36204 smiles="C[C@H]1C[C@@]1(C=O)CO"
C 2.01159 0.31690 -0.59032 1.0 0.9 -0.8 -0.085
C 1.01995 -0.69854 -0.06770 -0.8 0.8 -0.8 -0.274
C 0.44952 -0.50168 1.27355 0.9 0.4 1.7 -0.078
C -0.45586 -0.23783 0.12321 -1.0 1.3 -2.1 -0.292
C -1.48054 -1.31369 -0.10811 0.0 0.3 0.2 -0.200
O -2.62295 -1.14387 -0.49368 1.1 0.0 0.3 0.049
C -0.94911 1.21243 -0.42722 0.3 -2.0 1.0 -0.161
O -1.87670 1.73645 0.49519 0.0 0.0 -0.1 -0.059
H 1.98437 0.45338 -1.71855 -0.4 0.0 1.3 0.094
H 1.94467 1.34918 -0.06936 0.0 -1.8 -0.9 0.105
H 3.04759 -0.06279 -0.44167 -0.6 0.3 0.3 0.076
H 1.04084 -1.70793 -0.48458 0.5 0.2 0.3 0.136
H 0.34333 -1.41921 1.83493 -0.6 0.0 0.2 0.105
H 0.79690 0.32441 1.94946 -0.4 -0.7 -1.1 0.143
H -1.09119 -2.32811 0.16939 -0.3 0.1 -0.2 0.137
H -0.10235 1.89484 -0.48363 -0.2 -0.1 -0.3 0.103
H -1.50497 1.06539 -1.38746 1.0 0.0 0.4 0.133
H -2.55508 1.06068 0.42656 -0.7 0.2 0.5 0.069

# 4
18
Properties=species:S:1:pos:R:3:forces:R:3:lowdin_charge:R:1 method="wB97M-V/def2-TZVPD" orbital_gap_ev=10.601 relative_energy_kj_mol=110.0 e_tot_ha=-385.06051 e_homo_ha=-0.35671 smiles="C=CCCCC(=O)O"
C 0.83642 3.20047 0.35690 -0.2 1.8 -1.2 -0.023
C 0.19904 2.11614 -0.06017 1.1 -0.6 1.9 -0.178
C 0.09841 0.88459 0.85376 0.1 1.1 -1.0 -0.208
C -0.90307 -0.09217 0.21642 1.1 -3.2 1.8 -0.145
C -0.21512 -1.52985 0.26646 -0.5 0.2 -0.6 -0.099
C -0.11841 -2.20034 -1.05126 0.7 -2.8 -2.3 -0.487
O -0.07204 -1.87069 -2.22060 -0.4 1.6 1.3 0.086
O -0.00059 -3.58055 -0.88484 -0.3 0.8 0.8 0.049
H 0.89210 4.08717 -0.31567 0.1 -0.8 0.4 0.060
H 1.28639 3.39747 1.33652 -0.4 -0.6 -0.2 0.063
H -0.13699 1.93919 -1.06854 -0.2 0.5 -0.2 0.093
H -0.12482 1.17111 1.88884 -0.5 0.0 -0.3 0.114
H 1.12458 0.47935 0.97432 -0.6 -0.2 -0.5 0.111
H -1.17520 0.00667 -0.83445 0.1 0.8 0.2 0.100
H -1.79560 -0.25656 0.84681 0.2 0.7 -0.5 0.114
H -0.68983 -2.30635 0.86270 -0.4 0.4 0.4 0.120
H 0.81233 -1.55037 0.62874 0.1 0.4 0.1 0.123
H -0.01757 -3.89528 -1.79594 0.2 -0.2 -0.1 0.107

# 5
18
Properties=species:S:1:pos:R:3:forces:R:3:lowdin_charge:R:1 method="wB97M-V/def2-TZVPD" orbital_gap_ev=8.841 relative_energy_kj_mol=950.6 e_tot_ha=-384.74033 e_homo_ha=-0.31141
C 0.09308 0.92237 0.38120 -4.0 -1.9 -1.2 -0.477
C -0.88294 0.05515 1.17634 -1.1 1.5 3.2 -0.168
C -1.37057 -1.01153 0.18956 -1.1 -2.1 -4.8 -0.135
C -0.13841 -1.06480 -1.05695 3.1 -0.6 4.5 -0.031
C 0.93791 -0.05744 -0.42885 0.4 -3.0 1.1 -0.395
C 1.43220 1.25687 -0.02843 2.2 5.1 1.4 -0.055
H -0.63604 2.59704 -0.67717 -1.8 -5.7 0.2 0.288
H -1.76480 0.88676 1.31045 1.9 -2.6 0.7 0.162
H -0.45520 -0.37639 2.13006 -0.7 0.5 -0.9 0.122
H -1.68989 -2.18289 0.42224 1.1 3.4 0.2 0.142
H -2.29383 -0.60259 -0.54535 2.3 -1.1 2.5 0.141
H 0.60638 -2.03881 -1.02187 -3.0 2.0 -1.0 0.135
H -0.49760 -0.59207 -1.89357 -0.9 -0.1 -2.5 0.046
H 2.18486 -1.69781 -0.30121 -1.8 3.5 4.0 0.218
H 1.67293 2.41974 -0.57293 -0.8 -3.7 1.3 0.184
H 2.04043 1.09046 0.97507 -0.4 0.5 -2.7 0.163
O -0.97723 1.32354 -0.54587 3.3 7.8 -1.5 -0.184
O 1.73871 -0.92761 0.48728 1.3 -3.6 -4.3 -0.157

# 6
18
Properties=species:S:1:pos:R:3:forces:R:3:lowdin_charge:R:1 method="wB97M-V/def2-TZVPD" orbital_gap_ev=9.903 relative_energy_kj_mol=379.6 e_tot_ha=-384.95783 e_homo_ha=-0.33111 smiles=COC#CC(C)(C)O
C 3.64049 -0.07662 0.61100 -1.0 1.9 2.2 -0.066
O 2.79303 0.07708 -0.48582 -0.4 -0.1 -1.9 -0.067
C 1.50584 0.06902 -0.29419 1.3 0.4 0.3 -0.097
C 0.34326 0.20286 -0.07481 -0.1 0.8 -0.7 0.056
C -1.08787 0.09536 0.05449 -0.9 0.0 1.0 -0.634
C -2.00087 1.30042 -0.19086 -0.8 -0.8 -2.8 -0.022
C -1.54684 -1.04469 -0.83721 -3.2 1.7 -1.1 -0.037
O -1.23707 -0.31861 1.42669 2.4 1.6 0.2 0.004
H 4.53572 -0.56821 0.35020 1.0 -0.3 -0.6 0.076
H 3.10826 -0.65329 1.33777 -0.1 -0.6 0.7 0.084
H 3.80316 0.93712 1.09637 0.2 -1.1 -0.7 0.120
H -3.04911 1.10163 0.18917 1.3 0.1 -0.2 0.099
H -1.62384 2.25062 0.17419 0.0 0.0 -0.1 0.076
H -2.10998 1.23547 -1.36912 0.1 1.1 2.3 0.115
H -2.61590 -1.37249 -0.57307 1.7 -0.1 0.0 0.124
H -1.68388 -0.71531 -1.88927 0.3 0.1 0.6 0.094
H -0.77939 -1.71881 -0.86162 1.3 -2.6 0.2 0.052
H -1.99502 -0.80156 1.33609 -3.3 -2.2 0.6 0.022

# 7
18
Properties=species:S:1:pos:R:3:forces:R:3:lowdin_charge:R:1 method="wB97M-V/def2-TZVPD" orbital_gap_ev=9.884 relative_energy_kj_mol=729.9 e_tot_ha=-384.82438 e_homo_ha=-0.33403
C -1.12719 1.19670 0.28358 -1.1 3.8 -0.9 -0.090
C 0.13179 1.76398 -0.04668 -0.7 -1.0 3.8 -0.122
O 1.30113 1.10959 -0.48445 0.3 -0.7 0.1 -0.153
C 1.95094 -0.02590 0.17836 1.7 -1.4 1.2 -0.165
C 1.32782 -1.48430 -0.15178 0.6 1.2 7.9 -0.111
C -0.05511 -1.14210 0.32558 -3.4 3.0 -1.3 -0.140
O -1.58653 -1.36088 -0.10700 2.9 1.0 0.2 -0.193
C -2.06763 0.04644 -0.20174 -2.8 -2.4 1.5 -0.207
H -1.87460 2.01124 0.75864 2.1 -1.6 -1.0 0.137
H 0.48446 2.71621 0.53706 -1.2 -1.5 -1.5 0.145
H 2.09746 -0.00848 1.35043 -1.2 0.7 -2.1 0.152
H 3.04773 -0.09595 -0.09540 -1.3 0.7 -0.5 0.127
H 1.88535 -2.16915 0.58688 -0.6 0.7 -1.0 0.131
H 1.54962 -1.83200 -1.03154 0.5 -1.5 -5.3 0.046
H -0.18219 -0.61677 1.31828 0.7 -1.8 -0.4 0.144
H 0.00672 -0.22971 -0.24685 -0.6 -0.7 -0.1 0.025
H -2.55754 0.20371 -1.19917 1.3 0.2 0.4 0.113
H -3.13752 -0.09765 0.42939 3.0 1.2 -0.9 0.161

# 8
19
Properties=species:S:1:pos:R:3:forces:R:3:lowdin_charge:R:1 method="wB97M-V/def2-TZVPD" orbital_gap_ev=9.585 relative_energy_kj_mol=234.8 e_tot_ha=-783.16700 e_homo_ha=-0.31883 smiles="C=C=COSOCCC"
C 2.52448 2.07372 0.59374 0.2 0.5 0.1 0.018
C 3.30718 1.22230 0.01252 0.0 -0.2 0.1 -0.116
C 3.93856 0.22512 -0.53108 0.2 0.2 -0.1 -0.223
O 3.42071 -1.05927 -0.55332 -0.1 -0.2 -0.2 -0.452
S 2.34216 -1.48373 0.61410 -0.2 -0.1 0.0 1.005
O 1.01298 -0.58544 0.34580 0.3 0.0 0.4 -0.526
C 0.14394 -0.87982 -0.73972 -0.3 0.1 -0.7 -0.282
C -1.10593 -0.02640 -0.55131 0.2 -0.2 0.2 -0.235
C -2.00604 -0.57300 0.54885 0.1 0.1 -0.1 -0.106
H 2.63417 2.31688 1.64075 0.0 0.0 0.1 0.067
H 1.76949 2.61302 0.04130 -0.1 0.1 -0.1 0.065
H 4.88678 0.29895 -1.04879 -0.1 0.0 0.0 0.116
H -0.09927 -1.94691 -0.75489 0.0 0.0 0.0 0.115
H 0.64539 -0.62019 -1.68145 0.0 -0.1 0.2 0.121
H -0.77582 0.98185 -0.28280 0.0 0.0 -0.2 0.108
H -1.64823 0.02836 -1.49735 0.0 0.0 0.0 0.110
H -2.37364 -1.56327 0.28467 -0.1 -0.1 0.0 0.073
H -1.45082 -0.64580 1.48203 0.0 0.0 0.1 0.073
H -2.85868 0.08421 0.70157 -0.1 0.0 0.1 0.069

# 9
20
Properties=species:S:1:pos:R:3:forces:R:3:lowdin_charge:R:1 method="wB97M-V/def2-TZVPD" orbital_gap_ev=8.545 relative_energy_kj_mol=59.4 e_tot_ha=-1181.45281 e_homo_ha=-0.29429
C 2.20470 -0.80799 0.64322 2.8 1.0 0.5 -0.132
C 0.74076 -0.62216 0.53600 -0.1 2.3 0.5 -0.331
C 0.37748 0.42187 -0.47592 -2.3 1.0 -1.2 -0.215
C -1.18663 0.60653 -0.81090 1.0 -0.2 0.6 -0.658
S -1.86142 -0.56713 -1.93045 0.6 -0.3 -0.6 0.837
C -2.10663 1.45365 -0.33357 0.0 -1.1 -0.5 -0.629
S -1.82405 2.56894 0.95376 0.9 0.8 0.1 0.769
H 2.38479 -1.55662 1.48537 0.2 0.5 -1.6 0.091
H 2.80448 0.15321 1.01120 -1.4 -1.8 -0.9 0.112
H 2.59887 -1.06286 -0.43014 -0.3 0.0 2.3 0.109
H 0.27841 -0.31417 1.45793 0.0 0.1 0.7 0.116
H 0.35687 -1.53785 0.32326 -1.5 -2.8 -0.9 0.069
H 0.90048 0.26512 -1.43740 -0.2 0.1 0.3 0.112
H 0.69052 1.36748 -0.07821 0.4 0.7 0.1 0.090
H -0.73873 -1.26414 -1.81857 0.0 -0.7 -0.5 -0.119
H -3.13686 1.30997 -0.72216 0.7 0.5 0.5 0.064
H -3.02139 2.44840 1.45691 -0.9 0.0 0.5 -0.156
O -2.83255 -2.62286 0.60510 -0.7 1.3 -0.3 0.173
C -3.50341 -1.69243 0.35379 0.8 -1.8 0.5 -0.472
O -4.22618 -0.81701 0.15053 -0.3 0.4 0.0 0.171

# 10
19
Properties=species:S:1:pos:R:3:forces:R:3:lowdin_charge:R:1 method="wB97M-V/def2-TZVPD" orbital_gap_ev=9.763 relative_energy_kj_mol=257.9 e_tot_ha=-460.25218 e_homo_ha=-0.33083 smiles="C[C@@H](C=O)O[C@@H](C)C=O"
C -0.46807 1.49620 -0.91553 -0.1 -0.1 0.3 -0.023
C -0.97208 0.90838 0.39959 0.0 0.3 -0.3 -0.340
C -2.08105 -0.11564 0.19069 0.1 0.0 0.2 -0.230
O -2.82522 -0.13276 -0.75099 0.1 0.0 0.0 0.076
O 0.02585 0.42653 1.28889 0.5 0.1 -0.4 -0.106
C 0.98033 -0.50099 0.79753 1.2 -0.8 -1.6 -0.308
C 0.43878 -1.74493 0.11871 -0.1 0.1 0.3 -0.055
C 2.23012 0.18967 -0.23226 -4.4 -2.4 3.6 -0.162
O 2.80654 -0.48032 -1.01806 0.7 1.1 -0.3 0.091
H 0.17910 2.35171 -0.73115 0.0 0.0 0.0 0.087
H 0.07748 0.75529 -1.49844 0.0 0.0 -0.1 0.081
H -1.32466 1.81925 -1.50413 0.0 0.0 0.0 0.090
H -1.45285 1.70887 0.98110 0.0 -0.1 -0.1 0.162
H -2.18449 -0.82583 1.03401 0.0 -0.1 0.0 0.135
H 1.54621 -0.77920 1.69587 0.0 0.1 -0.1 0.142
H 1.27841 -2.32390 -0.26442 0.0 0.0 0.0 0.083
H -0.12437 -2.37006 0.81281 0.0 0.0 0.0 0.084
H -0.20056 -1.49690 -0.72862 0.0 0.0 -0.1 0.078
H 2.07055 1.11462 0.32439 2.0 1.8 -1.4 0.114

Number 1: LUMO 0.1 eV, largest force on an atom 5.0 eV/Å. Number 2: LUMO 0.9 eV, largest force on an atom 6.8 eV/Å. Number 3: LUMO 0.8 eV, largest force on an atom 2.6 eV/Å. Number 4: LUMO 0.9 eV, largest force on an atom 3.8 eV/Å. Number 5: LUMO 0.4 eV, largest force on an atom 8.6 eV/Å. Number 6: LUMO 0.9 eV, largest force on an atom 4.0 eV/Å. Number 7: LUMO 0.8 eV, largest force on an atom 8.0 eV/Å. Number 8: LUMO 0.9 eV, largest force on an atom 0.7 eV/Å. Number 9: LUMO 0.5 eV, largest force on an atom 3.3 eV/Å. Number 10: LUMO 0.8 eV, largest force on an atom 6.2 eV/Å.